(1)
Formula: C4H10O2
Source: the Open Molecules 2025 dataset
Level of theory: wB97M-V/def2-TZVPD

Bonds (Å) are listed after each position.
Atoms and positions in Å:
1 C 0.161 -1.728 1.159  O2 1.404, H7 1.101, H8 1.099, H9 1.090
2 O -0.050 -0.362 0.911  C1 1.404, C3 1.426
3 C -0.059 0.161 -0.416  O2 1.426, C4 1.533, C5 1.521, H10 1.103
4 C -1.494 0.265 -0.946  C3 1.533, H11 1.097, H12 1.097, H13 1.094
5 C 0.687 1.477 -0.259  C3 1.521, O6 1.418, H14 1.094, H15 1.101
6 O 2.078 1.255 -0.094  C5 1.418, H16 0.968
7 H -0.770 -2.316 1.174  C1 1.101
8 H 0.837 -2.194 0.429  C1 1.099
9 H 0.628 -1.769 2.143  C1 1.090
10 H 0.531 -0.477 -1.095  C3 1.103
11 H -1.915 -0.729 -1.139  C4 1.097
12 H -1.549 0.836 -1.882  C4 1.097
13 H -2.129 0.743 -0.195  C4 1.094
14 H 0.566 2.124 -1.133  C5 1.094
15 H 0.267 1.977 0.628  C5 1.101
16 H 2.210 0.738 0.715  O6 0.968

Computed properties:
Charge: 0
LUMO level in eV: 1.01
SMILES: CO[C@@H](C)CO
Total energy in eV: -8404.35936
E_HOMO in eV: -9.81

Which charges does Löwdin predict for the atoms? In e, they are: number 1, C, carries -0.10; number 2, O, carries -0.18; number 3, C, carries -0.40; number 4, C, carries -0.04; number 5, C, carries -0.22; number 6, O, carries -0.06; number 7, H, carries 0.09; number 8, H, carries 0.09; number 9, H, carries 0.09; number 10, H, carries 0.15; number 11, H, carries 0.08; number 12, H, carries 0.08; number 13, H, carries 0.08; number 14, H, carries 0.13; number 15, H, carries 0.13; number 16, H, carries 0.09



(2)
Formula: C4H10O2
Source: the Open Molecules 2025 dataset
Level of theory: wB97M-V/def2-TZVPD

Bonds (Å) are listed after each position.
Atoms and positions in Å:
1 C -2.161 -0.562 -0.295  C2 1.531, H7 1.095, H8 1.092, H9 1.096
2 C -1.034 0.275 0.318  C1 1.531, C3 1.531, H10 1.098, H11 1.098
3 C 0.340 -0.323 0.006  C2 1.531, O4 1.411, C5 1.536, H12 1.105
4 O 0.324 -0.730 -1.345  C3 1.411, H13 0.970
5 C 1.511 0.654 0.189  C3 1.536, O6 1.428, H14 1.099, H15 1.099
6 O 2.622 0.084 -0.504  C5 1.428, H16 0.963
7 H -3.138 -0.104 -0.109  C1 1.095
8 H -2.013 -0.639 -1.374  C1 1.092
9 H -2.177 -1.581 0.108  C1 1.096
10 H -1.084 1.289 -0.102  C2 1.098
11 H -1.172 0.369 1.403  C2 1.098
12 H 0.520 -1.191 0.666  C3 1.105
13 H 1.259 -0.776 -1.597  O4 0.970
14 H 1.765 0.791 1.248  C5 1.099
15 H 1.249 1.632 -0.239  C5 1.099
16 H 3.158 0.792 -0.877  O6 0.963

Computed properties:
Charge: 0
LUMO level in eV: 0.77
SMILES: CC[C@@H](O)CO
Total energy in eV: -8404.83767
E_HOMO in eV: -10.03

Which charges does Löwdin predict for the atoms? In e, they are: number 1, C, carries -0.11; number 2, C, carries -0.21; number 3, C, carries -0.40; number 4, O, carries -0.04; number 5, C, carries -0.20; number 6, O, carries -0.07; number 7, H, carries 0.07; number 8, H, carries 0.07; number 9, H, carries 0.08; number 10, H, carries 0.11; number 11, H, carries 0.11; number 12, H, carries 0.15; number 13, H, carries 0.08; number 14, H, carries 0.12; number 15, H, carries 0.13; number 16, H, carries 0.10



(3)
Formula: C4H10O2
Source: the Open Molecules 2025 dataset
Level of theory: wB97M-V/def2-TZVPD

Bonds (Å) are listed after each position.
Atoms and positions in Å:
1 C 2.424 -0.665 -0.527  O2 1.405, H7 1.101, H8 1.100, H9 1.093
2 O 1.367 -0.211 0.280  C1 1.405, C3 1.413
3 C 0.251 0.246 -0.456  O2 1.413, C4 1.526, H10 1.103, H11 1.102
4 C -0.901 0.380 0.535  C3 1.526, C5 1.518, O6 1.412, H12 1.104
5 C -2.240 0.591 -0.150  C4 1.518, H13 1.094, H14 1.096, H15 1.095
6 O -0.999 -0.812 1.286  C4 1.412, H16 0.969
7 H 2.090 -1.455 -1.218  C1 1.101
8 H 2.861 0.153 -1.117  C1 1.100
9 H 3.188 -1.074 0.138  C1 1.093
10 H -0.013 -0.489 -1.235  C3 1.103
11 H 0.475 1.207 -0.947  C3 1.102
12 H -0.684 1.234 1.199  C4 1.104
13 H -3.035 0.514 0.597  C5 1.094
14 H -2.409 -0.188 -0.902  C5 1.096
15 H -2.305 1.573 -0.632  C5 1.095
16 H -0.084 -1.063 1.484  O6 0.969

Computed properties:
Charge: 0
LUMO level in eV: 1.00
SMILES: COC[C@@H](C)O
Total energy in eV: -8404.56640
E_HOMO in eV: -10.13

Which charges does Löwdin predict for the atoms? In e, they are: number 1, C, carries -0.11; number 2, O, carries -0.20; number 3, C, carries -0.20; number 4, C, carries -0.44; number 5, C, carries -0.05; number 6, O, carries -0.03; number 7, H, carries 0.09; number 8, H, carries 0.09; number 9, H, carries 0.09; number 10, H, carries 0.13; number 11, H, carries 0.14; number 12, H, carries 0.15; number 13, H, carries 0.08; number 14, H, carries 0.08; number 15, H, carries 0.08; number 16, H, carries 0.09